#1
Molecular formula: C16H31O8Rb
Method: DFT, ωB97M-V/def2-TZVPD

Properties
Lowest unoccupied orbital energy = -1.1 eV
Charge = 0

CARTESIAN COORDINATES (ANGSTROEM)
Rb  2.50292  -3.24594  3.35132
O  0.50504  0.22358  0.79494
C  1.07842  -0.90091  1.41139
O  0.49141  -1.27993  2.47098
O  2.10217  -1.43383  0.96346
H  -0.04509  0.28644  1.60960
C  -1.71045  0.76038  -1.41962
C  -1.79112  1.30401  -2.81396
O  -1.00075  2.11606  -3.23252
C  -2.78499  0.64534  -3.75125
H  -1.46609  -0.30152  -1.40468
H  -2.67725  0.82645  -0.90615
H  -1.00821  1.32916  -0.81833
H  -2.68455  -0.44254  -3.76131
H  -2.54750  0.97355  -4.76132
H  -3.79872  0.89098  -3.43343
C  0.67094  -1.93546  -2.53406
C  1.87462  -2.19705  -3.43002
O  2.87991  -1.53816  -3.37132
C  1.73535  -3.37286  -4.38513
H  0.98692  -1.12399  -1.87966
H  0.50355  -2.85565  -1.97694
H  -0.14823  -1.59845  -3.16910
H  1.76404  -4.29904  -3.81392
H  2.65874  -3.36748  -4.96970
H  0.90367  -3.17651  -5.05741
C  -2.53233  -1.96721  0.78943
C  -3.50375  -2.43427  1.82619
O  -4.68026  -2.57013  1.57539
C  -2.98127  -2.89435  3.16708
H  -2.14705  -0.97912  1.04799
H  -2.95879  -1.92390  -0.21011
H  -1.68590  -2.65537  0.71484
H  -2.33156  -2.10193  3.55013
H  -2.39930  -3.79972  2.96284
H  -3.72476  -3.17511  3.90480
C  -0.41361  3.83580  3.52744
C  -1.32439  2.67204  3.17611
O  -2.07820  2.70808  2.23674
C  -1.31100  1.52124  4.16508
H  -0.67943  4.33578  4.45901
H  -0.57659  4.58397  2.74932
H  0.62046  3.49450  3.53623
H  -0.42011  1.60204  4.78597
H  -1.42943  0.57236  3.64831
H  -2.14087  1.69346  4.85722
C  5.04003  2.77495  -0.39194
C  4.22207  1.50698  -0.52409
O  4.72357  0.42289  -0.36067
C  2.78488  1.70708  -0.88356
H  4.43784  3.61232  -0.02570
H  5.36428  3.08051  -1.39137
H  5.90517  2.71447  0.26393
H  2.21440  2.20489  -0.09416
H  2.28880  0.75881  -1.05696
H  2.72237  2.41234  -1.71740

=====

#2
Molecular formula: C16H31O8Rb
Method: DFT, ωB97M-V/def2-TZVPD

Properties
Lowest unoccupied orbital energy = -2.1 eV
Charge = 0

CARTESIAN COORDINATES (ANGSTROEM)
Rb  3.25072  -1.71258  5.87029
O  -0.28895  -0.13188  0.59628
C  1.01930  -0.38583  0.42423
O  1.43739  -0.37272  -0.73103
O  1.80516  -0.64063  1.36405
H  -0.39348  0.02686  -0.34471
C  0.09286  -4.96319  -3.00435
C  0.09545  -6.29348  -2.24818
O  -0.38679  -7.33221  -2.71801
C  0.68760  -6.24076  -0.88795
H  -0.10365  -4.10162  -2.36625
H  -0.55682  -4.88451  -3.87604
H  1.10077  -4.80238  -3.38691
H  1.06931  -5.26226  -0.59651
H  1.41289  -7.05169  -0.82115
H  -0.07957  -6.46157  -0.14579
C  -1.48695  3.10113  4.14178
C  -0.18614  2.82539  4.84961
O  -0.09241  1.87661  5.62196
C  0.96939  3.75413  4.67226
H  -1.83664  2.26114  3.54159
H  -1.36432  3.92595  3.43980
H  -2.28299  3.40934  4.81958
H  1.67049  3.65796  5.50129
H  0.63400  4.79075  4.64052
H  1.41035  3.59388  3.68841
C  -1.30869  7.24937  -1.99105
C  -0.31186  6.18658  -1.45868
O  0.53970  6.51024  -0.59967
C  -0.33389  4.80911  -2.14038
H  -1.00380  7.54308  -2.99547
H  -1.19654  8.09086  -1.30739
H  -2.34193  6.90475  -2.03298
H  -1.10034  4.15860  -1.71908
H  0.63280  4.32979  -1.98598
H  -0.45736  4.86553  -3.22189
C  -4.96115  -3.44376  5.69260
C  -4.58706  -3.54916  4.28064
O  -5.43391  -3.63434  3.46133
C  -3.10707  -3.57648  3.94117
H  -6.01548  -3.66473  5.85890
H  -4.86826  -2.37370  5.87817
H  -4.27765  -3.92878  6.38951
H  -2.78039  -4.56065  4.27703
H  -2.55022  -2.72920  4.34132
H  -2.96216  -3.56794  2.86087
C  4.65848  1.26001  -5.54302
C  4.07369  0.32955  -6.56374
O  3.94810  0.74599  -7.70080
C  3.57381  -1.02329  -6.08564
H  5.60535  0.90721  -5.13429
H  3.98700  1.31786  -4.68636
H  4.71606  2.26408  -5.96331
H  2.72558  -0.83637  -5.42710
H  4.36331  -1.55759  -5.55712
H  3.17694  -1.61246  -6.91236

=====

Q: Which of them is the most stable? A: #1.